Record 1
22
Properties=species:S:1:pos:R:3 method="wB97M-V/def2-TZVPD" spin_multiplicity=1 total_charge=0 e_above_lowest_kcal_mol=11.9 energy_ev=-22301.2227
C 1.89195 -0.55435 2.34337
C 1.32836 0.51346 1.30294
C 0.43552 1.61396 1.90349
N 0.49856 -0.26624 0.42347
C 0.84471 -0.53047 -0.77784
C -0.13561 -1.36974 -1.71802
O -1.00139 -0.44176 -2.39077
P -2.53999 -0.17445 -1.76957
O -3.34007 -1.35508 -1.59453
O -2.92833 0.69326 -3.04689
H 2.55210 -0.15776 3.03977
H 1.05449 -0.73023 3.02202
H 2.09801 -1.49130 1.73092
H 2.06131 1.02731 0.78356
H 0.94040 2.04070 2.67504
H -0.53760 1.13859 2.24727
H 0.14953 2.38733 1.15147
H 1.67373 -0.20100 -1.40935
H 0.28690 -1.93439 -2.53398
H -0.81523 -1.98662 -1.16586
H -2.41271 0.75682 -0.80116
H -2.10463 1.02195 -3.41535

---

Record 2
22
Properties=species:S:1:pos:R:3 method="wB97M-V/def2-TZVPD" spin_multiplicity=1 total_charge=-1 e_above_lowest_kcal_mol=57.2 energy_ev=-23844.5962
C 1.80780 1.49495 -0.28550
C -0.39589 0.90442 1.54994
C 1.28723 -1.05885 1.54658
C 0.83203 0.27648 -0.55417
C 0.08434 -0.26902 0.70115
N -2.83305 -2.27238 -1.94045
O -1.69501 -0.14095 -2.95240
O -3.81141 -0.03312 -1.71968
O -0.83363 -1.19163 0.42708
S -2.53399 -0.76605 -1.97967
H 2.41895 1.39727 0.57149
H 1.19845 2.50685 -0.05835
H 2.33209 1.68281 -1.17216
H 0.51781 1.35312 2.23053
H -0.81631 1.60278 0.81447
H -1.11142 0.65040 2.33705
H 1.97881 -0.24987 1.64606
H 0.83866 -1.17583 2.49659
H 1.54672 -1.89370 0.99140
H 1.35084 -0.55171 -1.15033
H -0.01716 0.64098 -1.24629
H -2.14585 -2.90694 -2.25334

---

Record 3
23
Properties=species:S:1:pos:R:3 method="wB97M-V/def2-TZVPD" spin_multiplicity=1 total_charge=0 e_above_lowest_kcal_mol=172.3 energy_ev=-24341.3571
C 2.48016 1.16014 -0.54311
C -2.49774 1.63118 -0.07893
C 2.25121 0.31551 0.77365
C -2.25096 0.73507 1.18780
C -0.76150 -2.33615 0.27779
N 0.74873 -2.23618 -1.78677
O 0.88268 -1.14145 -2.17057
O 0.97016 -3.27415 -2.28359
O 1.27683 -0.79216 0.69220
O -0.85418 0.40052 1.26772
P -0.16616 -0.65697 0.12161
H 2.78457 0.41204 -1.40948
H 1.53346 1.68587 -0.79003
H 3.16989 1.81938 -0.15871
H -3.67178 1.92691 -0.14926
H -1.97210 2.68223 -0.05347
H -2.32285 1.06678 -1.08318
H 2.07347 1.11175 1.53706
H 3.24072 -0.14196 1.06886
H -2.89931 -0.04869 1.13805
H -2.34637 1.34465 2.21828
H -1.54232 -2.62389 -0.46480
H -0.12661 -3.04042 0.68888